[1]
# C19H17NO3

An isolated molecule of C19H17NO3 (ωB97M-V/def2-TZVPD, the Open Molecules 2025 dataset).

Output
energy above the lowest of the compared OMol25 structures with the same formula, charge and spin = 34.77 kcal/mol

Geometry as XYZ:
```
40
Properties=species:S:1:pos:R:3:forces:R:3
O 0.52200 7.58325 0.87330 0.0 0.0 0.0
C 0.30827 6.74559 0.03097 -0.1 0.3 -0.3
C 0.29832 5.30203 0.24981 0.1 -0.6 0.4
C 0.55083 4.78275 1.51989 -0.1 0.2 -0.3
C 0.54703 3.42303 1.74816 0.0 -0.3 0.1
C 0.28688 2.54334 0.69571 0.0 0.4 -0.2
O 0.25445 1.19995 0.79514 -0.1 0.1 -0.3
C 0.51779 0.58176 2.03964 0.0 -0.4 0.4
C 0.42619 -0.92583 1.83947 0.3 0.2 -0.3
C 1.50948 -1.42305 0.87924 -0.1 0.7 0.1
O 1.56022 -2.83421 0.81293 -0.1 -0.3 -0.1
C 0.67862 -3.57254 0.09672 0.2 -0.6 0.1
C 0.85785 -4.93953 0.21352 0.1 0.5 0.1
C 0.06534 -5.85311 -0.47945 -0.2 0.0 -0.2
C -0.92894 -5.41731 -1.31256 0.0 -0.2 0.0
C -1.15552 -4.03901 -1.46297 0.2 0.1 0.2
C -2.16730 -3.53418 -2.30934 -0.1 0.3 0.0
C -2.35452 -2.18533 -2.42308 -0.1 -0.4 -0.1
C -1.52377 -1.33896 -1.67000 0.1 0.1 0.1
N -0.58045 -1.76594 -0.88162 0.0 0.4 0.0
C -0.35785 -3.08979 -0.75536 -0.2 -0.4 -0.2
C 0.03320 3.06108 -0.58211 0.0 -0.3 0.2
C 0.03869 4.41674 -0.80084 0.1 0.3 0.3
H 0.09480 7.03774 -1.01794 0.0 0.1 0.0
H 0.75056 5.47378 2.32528 0.0 0.1 0.1
H 0.74522 3.05260 2.74154 0.0 -0.1 0.1
H -0.22189 0.90426 2.78489 0.1 0.0 -0.1
H 1.52089 0.85845 2.39286 -0.1 0.1 0.0
H 0.53659 -1.42420 2.80371 0.0 0.0 0.0
H -0.55033 -1.16795 1.42024 0.0 0.0 0.1
H 1.35027 -0.98492 -0.10787 0.2 -0.1 0.2
H 2.49806 -1.14107 1.25638 -0.1 0.0 0.0
H 1.64701 -5.28599 0.86244 0.1 0.0 0.1
H 0.24936 -6.90940 -0.35266 0.0 -0.1 0.0
H -1.54539 -6.11340 -1.86179 -0.1 -0.1 0.0
H -2.78413 -4.23384 -2.85675 0.0 0.0 0.0
H -3.11841 -1.77002 -3.06209 -0.1 0.0 0.0
H -1.64352 -0.26363 -1.71133 -0.1 0.1 -0.1
H -0.16145 2.36234 -1.38031 0.0 -0.1 -0.1
H -0.15739 4.80596 -1.78954 0.0 0.0 -0.1
```
Positions in Å, forces in eV/Å.

***

[2]
# C19H17NO3Te4W

A structure of composition C19H17NO3Te4W (ωB97M-V/def2-TZVPD, the Open Molecules 2025 dataset).

Output
charge = +2
energy = -58595.2159 eV

Geometry as XYZ:
```
45
Properties=species:S:1:pos:R:3:forces:R:3
W 0.03509 1.12367 -0.23419 -0.3 0.0 -0.1
C 3.03561 2.67051 3.11753 0.0 -0.1 0.0
C 1.97278 1.56954 3.09740 0.1 0.2 -0.1
C 1.78711 0.92627 4.46537 -0.1 0.0 0.0
O 2.26653 0.59420 2.09834 -0.1 0.2 -0.1
C 0.66878 2.24739 2.68219 -0.1 -0.5 0.5
O -0.01987 2.94724 3.33195 0.1 0.2 -0.2
O 0.28676 1.93707 1.36152 0.0 0.0 -0.3
H 3.99496 2.23136 3.39038 0.0 0.0 0.0
H 2.77940 3.43522 3.84856 0.0 0.0 0.0
H 3.13597 3.13456 2.13367 0.0 0.0 0.0
H 2.74465 0.54046 4.81714 0.0 0.0 0.0
H 1.07575 0.10240 4.40614 0.0 0.0 0.0
H 1.42928 1.65949 5.18582 0.0 0.0 0.0
H 2.94232 0.00089 2.44172 0.1 0.0 0.1
C -1.61949 -1.37716 3.07502 0.0 0.0 -0.1
C -1.94411 -2.56839 2.44040 0.0 0.0 0.0
C -1.79700 -2.66751 1.07048 0.0 0.0 0.0
C -1.30137 -1.58758 0.33814 0.1 0.2 -0.2
C -0.90333 -0.39536 0.96772 0.0 -0.1 0.0
C -1.10898 -0.31604 2.34777 0.1 0.3 0.1
C -1.22114 -1.59930 -1.11985 0.1 0.1 0.0
C -1.66343 -2.70244 -1.87585 0.0 0.0 0.0
C -1.61787 -2.66711 -3.23197 0.0 0.0 0.1
C -1.11719 -1.51882 -3.87936 0.0 0.1 0.1
C -1.05175 -1.44865 -5.28616 0.1 0.1 -0.1
C -0.54432 -0.34284 -5.91058 0.0 -0.1 0.0
C -0.08143 0.72592 -5.13271 0.0 0.0 0.2
C -0.13995 0.68005 -3.76098 -0.1 0.1 -0.1
C -0.66954 -0.43445 -3.08633 0.1 0.1 0.0
N -0.72698 -0.48786 -1.68985 -0.2 -0.4 -0.1
H -1.76984 -1.27056 4.14071 0.0 0.0 0.0
H -2.32957 -3.40308 3.00853 0.0 0.0 0.0
H -2.08030 -3.58771 0.58227 0.0 0.0 0.0
H -0.91231 0.59710 2.89442 0.0 -0.1 -0.1
H -2.04311 -3.57160 -1.36498 0.0 0.0 0.0
H -1.95274 -3.50880 -3.82452 0.0 0.0 0.0
H -1.40643 -2.29580 -5.85827 0.0 0.0 0.0
H -0.49223 -0.29122 -6.98834 0.0 0.0 0.0
H 0.33056 1.60148 -5.61641 0.0 0.0 0.0
H 0.23824 1.53024 -3.21806 -0.1 0.1 0.1
Te 2.19332 -0.25024 -1.34411 0.0 0.0 0.3
Te 2.34935 2.33544 -1.34734 -0.2 0.2 0.1
Te -0.36660 3.69256 -1.35624 0.2 -0.3 0.0
Te -2.38563 2.00948 -1.11704 0.2 0.0 0.0
```
Positions in Å, forces in eV/Å.